--- 1 ---
Entry from the Open Molecules 2025 dataset: a molecular structure, H18O9Y (wB97M-V/def2-TZVPD).

Output
2S+1	1
LUMO energy	-9.85	eV
net charge	+3

Last column: natural (NBO) charge in e.
CARTESIAN COORDINATES (ANGSTROEM)
Y (-0.02, 0.00, -0.05)  2.1559
O (-0.77, -1.52, -1.72)  -0.9747
H (-1.63, -1.87, -2.03)  0.5435
H (-0.11, -2.01, -2.24)  0.5263
O (-2.36, -0.74, 0.41)  -0.9791
H (-2.47, -1.44, 1.08)  0.5276
H (-3.25, -0.65, 0.02)  0.5404
O (-0.84, 1.08, -2.02)  -0.9712
H (-1.42, 1.86, -1.92)  0.5306
H (-0.63, 1.04, -2.97)  0.5381
O (1.80, -0.34, -1.67)  -0.9795
H (2.46, -0.99, -1.39)  0.5280
H (2.20, 0.10, -2.44)  0.5450
O (-1.34, 1.90, 0.47)  -0.9789
H (-1.18, 2.87, 0.50)  0.5389
H (-2.23, 1.79, 0.84)  0.5350
O (-0.14, 0.34, 2.28)  -0.9749
H (-0.86, 0.71, 2.81)  0.5351
H (0.56, 0.11, 2.92)  0.5375
O (0.11, -2.21, 0.90)  -0.9798
H (-0.18, -2.62, 1.73)  0.5419
H (0.51, -2.94, 0.39)  0.5310
O (2.08, -0.41, 1.14)  -0.9804
H (2.47, -1.24, 1.48)  0.5334
H (2.67, 0.30, 1.47)  0.5331
O (1.31, 1.96, -0.02)  -0.9748
H (1.21, 2.67, 0.64)  0.5299
H (2.04, 2.26, -0.59)  0.5422

---

--- 2 ---
Entry from the Open Molecules 2025 dataset: a molecular structure, H18O9Y (wB97M-V/def2-TZVPD).

Output
2S+1	1
LUMO energy	-14.98	eV
net charge	+3

Last column: natural (NBO) charge in e.
CARTESIAN COORDINATES (ANGSTROEM)
Y (0.04, -0.03, 0.02)  2.7191
O (2.27, -2.73, 0.44)  -0.9964
H (3.17, -2.67, 0.11)  0.5119
H (2.19, -3.63, 0.75)  0.5203
O (0.09, 3.48, -1.83)  -0.9850
H (0.13, 3.55, -2.78)  0.4994
H (0.15, 4.38, -1.52)  0.5077
O (0.76, -0.64, -3.48)  -0.9923
H (0.44, -1.31, -4.08)  0.5167
H (1.53, -0.27, -3.91)  0.5102
O (-3.16, 0.46, -1.41)  -0.9927
H (-3.26, 0.70, -2.33)  0.5129
H (-4.03, 0.17, -1.14)  0.5183
O (3.38, 1.38, -0.39)  -0.9932
H (3.73, 1.96, -1.07)  0.5146
H (4.09, 1.28, 0.24)  0.5110
O (-1.09, 2.78, 2.05)  -0.9890
H (-0.50, 3.21, 2.66)  0.5074
H (-1.86, 3.35, 2.02)  0.5161
O (-1.55, -3.37, -1.02)  -0.9857
H (-2.06, -3.44, -1.83)  0.5005
H (-1.61, -4.25, -0.63)  0.5101
O (1.71, -0.07, 3.38)  -0.9853
H (2.04, 0.57, 4.01)  0.5132
H (2.13, -0.89, 3.62)  0.5033
O (-2.58, -1.28, 2.50)  -0.9843
H (-3.39, -0.79, 2.40)  0.4951
H (-2.75, -1.89, 3.22)  0.5161

---

Quick one: most stable of them? 1

---

--- 1 ---
Entry from the Open Molecules 2025 dataset: C4H3FO in the gas phase (wB97M-V/def2-TZVPD).

Output
2S+1	1
LUMO energy	0.27	eV
net charge	0
SMILES string	C#C[C@@H](F)C=O

Last column: natural (NBO) charge in e.
CARTESIAN COORDINATES (ANGSTROEM)
C (-0.64, 1.74, 0.87)  -0.1909
C (-0.71, 0.48, 0.54)  -0.0658
C (-0.37, -0.83, 0.05)  0.0302
F (-1.40, -1.44, -0.51)  -0.3076
C (0.90, -0.61, -0.86)  0.4283
O (1.15, -1.01, -2.03)  -0.4823
H (-0.39, 2.78, 1.12)  0.2623
H (-0.10, -1.31, 0.94)  0.2080
H (1.56, 0.20, -0.11)  0.1179

---

--- 2 ---
Entry from the Open Molecules 2025 dataset: a molecular structure, C4H3FO (wB97M-V/def2-TZVPD).

Output
2S+1	1
LUMO energy	0.63	eV
net charge	0

Last column: natural (NBO) charge in e.
CARTESIAN COORDINATES (ANGSTROEM)
C (-0.65, 0.04, 0.25)  -0.1959
C (0.53, 0.02, 0.07)  -0.0407
C (-2.62, 0.10, -0.02)  0.9859
C (1.98, -0.02, -0.01)  -0.6919
O (-3.22, 1.09, -0.12)  -0.4878
F (-3.04, -1.14, -0.05)  -0.2906
H (2.36, 0.97, -0.22)  0.2392
H (2.26, -0.70, -0.82)  0.2397
H (2.40, -0.38, 0.92)  0.2419

---

--- 3 ---
Entry from the Open Molecules 2025 dataset: 2 unconnected molecules or ions with the total composition C4H3FO (wB97M-V/def2-TZVPD).

Output
2S+1	1
LUMO energy	-1.26	eV
net charge	0

Last column: natural (NBO) charge in e.
CARTESIAN COORDINATES (ANGSTROEM)
C (-0.82, 1.29, -1.56)  -0.2847
C (-0.46, 0.24, -1.07)  -0.1643
C (1.08, -0.56, 0.62)  0.3014
C (-0.32, -0.70, 0.86)  0.3309
O (1.80, 0.19, 1.20)  -0.4868
F (-0.92, 0.17, 1.71)  -0.2886
H (-0.80, 2.09, -2.15)  0.2149
H (1.40, -1.18, -0.14)  0.1439
H (-0.96, -1.54, 0.52)  0.2334

---

Quick one: most stable of them? 2

---

--- 1 ---
Entry from the Open Molecules 2025 dataset: 2 unconnected molecules or ions with the total composition C5H11N3O (wB97M-V/def2-TZVPD).

Output
2S+1	1
LUMO energy	0.73	eV
net charge	0
SMILES string	[H]/N=C(\C)C(C)=O.C=NN

Last column: natural (NBO) charge in e.
CARTESIAN COORDINATES (ANGSTROEM)
H (-1.35, 0.79, -0.78)  0.3646
N (-0.36, 0.99, -0.88)  -0.6508
C (0.32, 0.81, 0.17)  0.2517
C (-0.02, 0.98, 1.61)  -0.7116
C (1.89, 0.58, -0.10)  0.5464
C (2.36, 1.12, -1.42)  -0.7268
O (2.64, 0.34, 0.81)  -0.5341
H (0.07, 2.03, 1.88)  0.2349
H (-1.02, 0.60, 1.80)  0.2387
H (0.66, 0.41, 2.23)  0.2447
H (3.41, 0.90, -1.58)  0.2262
H (2.24, 2.21, -1.43)  0.2417
H (1.70, 0.75, -2.20)  0.2493
C (-0.83, -2.26, 0.31)  -0.1831
N (-1.75, -1.42, 0.59)  -0.2171
N (-2.60, -1.01, -0.38)  -0.6517
H (-0.83, -2.84, -0.61)  0.1460
H (-0.35, -2.75, 1.15)  0.1947
H (-2.73, -1.63, -1.18)  0.3546
H (-3.44, -0.58, 0.00)  0.3815

---

--- 2 ---
Entry from the Open Molecules 2025 dataset: 2 unconnected molecules or ions with the total composition C5H11N3O (wB97M-V/def2-TZVPD).

Output
2S+1	1
LUMO energy	0.70	eV
net charge	0
SMILES string	CNC(C)=O.CN=C=N

Last column: natural (NBO) charge in e.
CARTESIAN COORDINATES (ANGSTROEM)
C (-2.87, -1.24, -0.73)  -0.4140
N (-1.52, -1.00, -0.30)  -0.6216
C (-1.05, 0.15, 0.29)  0.6869
C (-2.06, 1.25, 0.49)  -0.7185
O (0.03, 0.14, 0.85)  -0.6369
H (-3.58, -1.17, 0.11)  0.1896
H (-3.18, -0.51, -1.48)  0.1970
H (-2.96, -2.23, -1.15)  0.2159
H (-0.88, -1.78, -0.32)  0.4042
H (-1.56, 2.10, 0.96)  0.2459
H (-2.49, 1.56, -0.46)  0.2235
H (-2.87, 0.91, 1.13)  0.2320
C (3.09, 0.04, 1.40)  -0.4260
N (3.40, -0.15, 0.02)  -0.4924
C (3.06, 0.36, -1.03)  0.6556
N (3.26, 0.91, -2.10)  -0.7598
H (2.04, -0.15, 1.60)  0.2390
H (3.63, -0.71, 1.97)  0.1938
H (3.41, 1.04, 1.73)  0.1969
H (3.07, 0.49, -2.99)  0.3890

---

Quick one: most stable of them? 2

---

--- 1 ---
Entry from the Open Molecules 2025 dataset: 2 unconnected molecules or ions with the total composition C5H11N3O (wB97M-V/def2-TZVPD).

Output
2S+1	1
LUMO energy	0.86	eV
net charge	0
SMILES string	[H]/N=C(\N)O.CC(C)C#N

Last column: natural (NBO) charge in e.
CARTESIAN COORDINATES (ANGSTROEM)
H (4.31, 1.06, -0.44)  0.3482
N (3.34, 1.28, -0.58)  -0.8641
C (2.47, 0.52, -0.02)  0.7014
N (2.59, -0.58, 0.75)  -0.8336
O (1.23, 0.93, -0.34)  -0.7150
H (3.49, -1.01, 0.84)  0.3982
H (1.76, -1.12, 0.96)  0.4308
H (1.62, 1.74, -0.91)  0.5197
C (-1.78, -0.45, -1.36)  -0.5911
C (-1.97, -0.61, 0.15)  -0.3322
C (-2.00, 0.75, 0.86)  -0.5921
C (-0.89, -1.40, 0.70)  0.3573
N (-0.02, -2.01, 1.12)  -0.3998
H (-0.83, 0.05, -1.56)  0.2340
H (-1.78, -1.42, -1.85)  0.2177
H (-2.59, 0.15, -1.77)  0.2129
H (-2.91, -1.14, 0.35)  0.2411
H (-2.81, 1.36, 0.46)  0.2126
H (-1.05, 1.27, 0.71)  0.2365
H (-2.16, 0.63, 1.93)  0.2177

---

--- 2 ---
Entry from the Open Molecules 2025 dataset: C5H11N3O in the gas phase (wB97M-V/def2-TZVPD).

Output
2S+1	1
LUMO energy	1.01	eV
net charge	0
SMILES string	OC/C=N/NC[C@@H]1CN1

Last column: natural (NBO) charge in e.
CARTESIAN COORDINATES (ANGSTROEM)
O (-1.04, 2.04, 0.78)  -0.7347
C (-1.65, 1.06, 1.68)  -0.1231
C (-0.84, -0.21, 1.49)  0.0775
N (-1.07, -0.76, 0.30)  -0.2930
N (-0.10, -1.73, 0.05)  -0.5152
C (0.48, -1.56, -1.28)  -0.2282
C (1.33, -0.31, -1.57)  -0.0982
C (2.01, 0.34, -0.42)  -0.2502
N (0.85, 0.93, -1.00)  -0.6237
H (-0.92, 1.56, -0.09)  0.5050
H (-1.36, 1.43, 2.90)  0.1781
H (-2.85, 0.79, 1.53)  0.1984
H (0.05, -0.53, 2.14)  0.1947
H (-0.55, -2.62, 0.05)  0.3576
H (1.05, -2.48, -1.48)  0.2043
H (-0.41, -1.63, -2.01)  0.1716
H (1.68, -0.33, -2.56)  0.2029
H (3.04, 0.81, -0.60)  0.1957
H (1.87, -0.11, 0.56)  0.2083
H (1.03, 1.78, -1.58)  0.3723

---

--- 3 ---
Entry from the Open Molecules 2025 dataset: 2 unconnected molecules or ions with the total composition C5H11N3O (wB97M-V/def2-TZVPD).

Output
2S+1	1
LUMO energy	0.89	eV
net charge	0
SMILES string	[H]/N=C1/CN1C.CC(N)=O

Last column: natural (NBO) charge in e.
CARTESIAN COORDINATES (ANGSTROEM)
H (-2.42, 0.94, 0.56)  0.3520
N (-1.51, 0.80, 1.00)  -0.6973
C (-0.96, -0.29, 0.75)  0.4532
C (0.05, -1.28, 1.05)  -0.3134
N (-0.98, -1.45, 0.00)  -0.4057
C (-1.94, -2.52, 0.03)  -0.4143
H (1.05, -1.32, 0.65)  0.2347
H (-0.02, -1.82, 1.99)  0.1905
H (-2.06, -2.96, 1.03)  0.1825
H (-2.93, -2.15, -0.24)  0.2039
H (-1.62, -3.31, -0.65)  0.2107
C (1.33, 2.13, -1.71)  -0.7197
C (1.67, 1.08, -0.60)  0.6851
N (1.56, 1.63, 0.64)  -0.8198
O (2.32, 0.08, -0.83)  -0.6155
H (1.60, 3.15, -1.44)  0.2222
H (1.95, 1.89, -2.57)  0.2353
H (0.28, 2.08, -1.98)  0.2261
H (1.76, 1.01, 1.41)  0.3870
H (0.87, 2.31, 0.89)  0.4026

---

Quick one: most stable of them? 1

---

--- 1 ---
Entry from the Open Molecules 2025 dataset: C5H11N3O in the gas phase (wB97M-V/def2-TZVPD).

Output
2S+1	1
LUMO energy	0.88	eV
net charge	0
SMILES string	C/C=C(/O)C(N)=C(N)N

Last column: natural (NBO) charge in e.
CARTESIAN COORDINATES (ANGSTROEM)
C (0.58, 0.60, 1.97)  -0.6194
C (0.88, -0.53, 1.02)  -0.3775
C (1.24, -0.34, -0.34)  0.2662
O (2.46, -0.63, -0.91)  -0.6974
C (0.16, 0.07, -1.08)  -0.0876
N (0.15, 0.90, -2.23)  -0.8351
C (-1.02, -0.19, -0.29)  0.4496
N (-1.60, -1.47, -0.25)  -0.8209
N (-1.94, 0.81, -0.07)  -0.8178
H (1.43, 0.82, 2.63)  0.1963
H (0.35, 1.52, 1.43)  0.2036
H (-0.27, 0.38, 2.62)  0.1933
H (1.29, -1.41, 1.52)  0.1752
H (3.12, -0.64, -0.21)  0.4803
H (-0.35, 0.49, -3.01)  0.3663
H (1.08, 1.16, -2.52)  0.3792
H (-2.07, -1.66, 0.63)  0.3654
H (-0.90, -2.18, -0.41)  0.3882
H (-1.65, 1.74, -0.36)  0.4043
H (-2.92, 0.58, -0.14)  0.3877

---

--- 2 ---
Entry from the Open Molecules 2025 dataset: C5H11N3O in the gas phase (wB97M-V/def2-TZVPD).

Output
2S+1	1
LUMO energy	0.82	eV
net charge	0
SMILES string	CN1C(=O)[C@@H](N)[C@H]1CN

Last column: natural (NBO) charge in e.
CARTESIAN COORDINATES (ANGSTROEM)
C (1.12, 2.13, 0.09)  -0.4230
N (0.85, 0.72, -0.36)  -0.4218
C (1.61, -0.33, 0.07)  0.6854
O (2.67, -0.52, 0.62)  -0.6019
C (0.54, -1.28, -0.55)  -0.1447
N (0.01, -2.27, 0.34)  -0.8617
C (-0.31, -0.05, -0.91)  -0.0400
C (-1.58, 0.21, -0.27)  -0.2340
N (-1.51, 0.43, 1.14)  -0.8386
H (1.48, 2.22, 1.14)  0.2242
H (1.87, 2.66, -0.54)  0.1987
H (0.17, 2.68, -0.10)  0.2108
H (0.99, -1.70, -1.45)  0.1878
H (-0.30, -3.13, -0.16)  0.3752
H (0.72, -2.45, 1.07)  0.3874
H (-0.49, 0.10, -1.97)  0.1944
H (-2.18, -0.65, -0.68)  0.1699
H (-2.12, 1.05, -0.68)  0.1958
H (-1.10, -0.37, 1.62)  0.3719
H (-2.44, 0.56, 1.59)  0.3642

---

Quick one: most stable of them? 2

---

--- 1 ---
Entry from the Open Molecules 2025 dataset: 2 unconnected molecules or ions with the total composition C4H4O (wB97M-V/def2-TZVPD).

Output
2S+1	1
LUMO energy (spin up / spin down)	-1.48 / -1.47	eV
net charge	0

Last column: natural (NBO) charge in e.
CARTESIAN COORDINATES (ANGSTROEM)
C (-2.41, 1.06, 0.01)  -0.0775
C (-1.84, -0.06, -0.30)  -0.2416
C (2.29, 0.09, 0.36)  0.2849
C (-1.29, -1.17, -0.11)  -0.0913
O (3.17, 0.23, -0.43)  -0.4887
H (-2.76, 1.86, -0.61)  0.1893
H (1.88, -0.89, 0.63)  0.0987
H (1.82, 0.93, 0.90)  0.1062
H (-0.85, -2.06, -0.46)  0.2200

---

--- 2 ---
Entry from the Open Molecules 2025 dataset: 2 unconnected molecules or ions with the total composition C4H4O (wB97M-V/def2-TZVPD).

Output
2S+1	1
LUMO energy	0.95	eV
net charge	0
SMILES string	C=C=O.C#C

Last column: natural (NBO) charge in e.
CARTESIAN COORDINATES (ANGSTROEM)
C (-0.81, 1.37, -0.65)  -0.8017
C (-0.56, 1.16, 0.59)  0.7080
O (-0.45, 1.16, 1.76)  -0.4616
H (-0.48, 2.27, -1.26)  0.2780
H (-1.52, 0.72, -1.32)  0.2752
C (0.44, -1.92, 0.40)  -0.2348
C (1.47, -1.42, 0.04)  -0.2218
H (-0.56, -2.04, 0.71)  0.2267
H (2.47, -1.30, -0.29)  0.2320

---

Quick one: most stable of them? 2